Below is a cluster of 12 separate species, C34H103O45P11 in total at a distorted geometry, with properties calculated with the ωB97M-V functional and the def2-TZVPD basis.

Geometry as ORCA input:
```
! wB97M-V def2-TZVPD RIJCOSX def2/J DEFGRID3
* xyz 0 1
C 5.58 -6.32 -7.36
O 4.53 -6.61 -6.47
P 3.98 -8.13 -6.38
O 5.03 -9.14 -6.11
O 2.76 -8.07 -5.27
C 1.72 -7.06 -5.29
O 3.09 -8.26 -7.78
C 2.24 -9.38 -8.15
H 6.34 -5.83 -6.76
H 5.29 -5.56 -8.08
H 5.94 -7.19 -7.92
H 1.50 -6.74 -4.27
H 0.81 -7.40 -5.78
H 2.12 -6.22 -5.86
H 1.28 -8.97 -8.47
H 2.17 -10.10 -7.33
H 2.66 -9.88 -9.02
C 6.17 1.26 -3.16
O 7.52 1.71 -3.38
P 8.66 1.55 -2.23
O 10.01 1.95 -2.69
O 8.53 -0.01 -1.79
C 9.32 -0.36 -0.61
O 8.03 2.40 -1.02
C 7.94 3.78 -1.08
H 6.06 0.70 -2.23
H 5.77 0.62 -3.95
H 5.49 2.11 -3.09
H 9.21 0.41 0.16
H 10.36 -0.60 -0.81
H 8.76 -1.23 -0.27
H 8.19 4.16 -2.07
H 8.64 4.20 -0.36
H 6.95 4.13 -0.77
C -4.27 1.03 -5.99
O -3.89 -0.03 -6.93
P -2.76 -1.16 -6.47
O -3.02 -1.88 -5.20
O -1.42 -0.31 -6.61
C -1.05 0.26 -7.87
O -2.68 -2.19 -7.77
C -3.58 -3.27 -7.95
H -4.07 0.66 -4.98
H -5.32 1.28 -6.14
H -3.65 1.91 -6.15
H -1.80 0.11 -8.64
H -0.07 -0.16 -8.09
H -0.91 1.34 -7.80
H -3.05 -4.21 -7.78
H -4.01 -3.28 -8.95
H -4.45 -3.23 -7.29
C 0.47 8.99 0.36
O 1.51 8.39 1.12
P 1.94 8.96 2.56
O 1.92 10.47 2.60
O 0.87 8.24 3.56
C 0.81 6.83 3.65
O 3.36 8.20 2.77
C 4.25 8.58 3.89
H 0.92 9.41 -0.55
H -0.02 9.84 0.83
H -0.41 8.40 0.13
H 0.89 6.58 4.71
H 1.54 6.27 3.07
H -0.20 6.61 3.30
H 4.28 7.74 4.58
H 3.89 9.47 4.42
H 5.25 8.75 3.49
C 8.35 -7.84 0.61
O 9.14 -7.94 1.82
P 8.46 -7.95 3.28
O 7.47 -6.82 3.45
O 7.86 -9.43 3.40
C 6.93 -9.70 4.44
O 9.57 -8.04 4.34
C 10.60 -7.08 4.30
H 8.01 -8.82 0.28
H 8.91 -7.48 -0.25
H 7.53 -7.16 0.84
H 6.57 -8.79 4.92
H 7.42 -10.25 5.24
H 6.10 -10.31 4.09
H 11.50 -7.61 4.00
H 10.75 -6.73 5.32
H 10.45 -6.23 3.63
C -13.46 -5.92 -4.42
O -12.20 -6.51 -4.04
P -11.46 -7.67 -4.82
O -10.57 -7.24 -5.91
O -10.66 -8.44 -3.55
C -9.48 -7.89 -2.99
O -12.67 -8.66 -5.24
C -13.32 -8.44 -6.53
H -13.81 -6.36 -5.35
H -13.44 -4.88 -4.77
H -14.13 -5.99 -3.57
H -9.37 -8.25 -1.96
H -9.70 -6.83 -2.83
H -8.60 -7.96 -3.63
H -14.37 -8.18 -6.46
H -13.29 -9.40 -7.04
H -12.82 -7.67 -7.12
C -6.88 -3.96 9.77
O -6.83 -4.82 8.65
P -6.40 -4.31 7.12
O -6.64 -5.33 6.07
O -7.14 -2.86 6.89
C -8.52 -2.62 6.63
O -4.83 -3.84 7.26
C -3.88 -4.77 7.79
H -6.65 -2.94 9.47
H -6.13 -4.09 10.55
H -7.85 -3.90 10.25
H -9.16 -2.31 7.46
H -8.97 -3.45 6.09
H -8.55 -1.77 5.95
H -4.21 -5.81 7.73
H -3.63 -4.49 8.81
H -2.96 -4.71 7.22
C -15.10 -0.72 1.81
O -14.68 0.67 1.60
P -13.84 1.06 0.31
O -14.52 0.73 -0.97
O -13.46 2.61 0.48
C -14.51 3.57 0.55
O -12.49 0.25 0.62
C -11.63 -0.15 -0.43
H -14.56 -1.07 2.69
H -14.90 -1.33 0.93
H -16.15 -0.84 2.04
H -14.44 4.10 -0.39
H -14.25 4.24 1.37
H -15.50 3.13 0.66
H -10.67 0.36 -0.39
H -12.09 0.02 -1.40
H -11.39 -1.22 -0.36
C 5.37 11.10 -3.59
O 5.60 12.15 -2.67
P 5.30 13.70 -3.13
O 4.00 13.91 -3.79
O 6.63 14.12 -3.96
C 6.61 15.23 -4.83
O 5.51 14.60 -1.74
C 6.54 14.38 -0.80
H 4.94 11.44 -4.53
H 4.70 10.35 -3.16
H 6.25 10.58 -3.96
H 6.81 14.94 -5.86
H 7.42 15.90 -4.55
H 5.71 15.81 -4.64
H 7.14 15.27 -0.60
H 7.15 13.54 -1.13
H 6.10 14.08 0.16
C 1.18 -2.11 1.01
O -0.21 -1.78 1.05
P -0.70 -0.29 1.29
O -0.48 0.11 2.69
O -2.26 -0.35 0.76
C -3.12 -1.34 1.26
O 0.07 0.59 0.20
C -0.48 1.74 -0.46
H 1.80 -1.31 1.40
H 1.47 -2.39 -0.01
H 1.43 -3.04 1.52
H -2.57 -2.01 1.92
H -3.53 -1.99 0.48
H -3.84 -0.87 1.93
H -1.36 2.16 0.03
H -0.80 1.49 -1.48
H 0.28 2.52 -0.44
C 11.83 1.37 6.15
O 10.49 1.61 6.46
P 9.86 3.12 6.46
O 10.36 3.92 5.34
O 10.21 3.60 8.01
C 11.49 4.08 8.16
O 8.32 2.75 6.44
C 7.66 2.50 5.19
H 12.25 2.08 5.43
H 11.84 0.43 5.61
H 12.50 1.27 7.00
H 11.83 4.90 7.52
H 12.25 3.31 8.30
H 11.50 4.59 9.12
H 6.59 2.59 5.37
H 7.91 1.51 4.80
H 7.95 3.27 4.48
C -5.86 3.26 5.71
O -6.33 4.60 5.87
H -5.81 3.02 4.64
H -4.86 3.19 6.13
H -6.53 2.55 6.20
H -6.85 4.72 6.66
*
```

ΔE to the lowest compared entry with this formula, charge and spin: 0.0 kcal/mol
structure (SMILES): COP(=O)(OC)OC.COP(=O)(OC)OC.COP(=O)(OC)OC.COP(=O)(OC)OC.COP(=O)(OC)OC.COP(=O)(OC)OC.COP(=O)(OC)OC.COP(=O)(OC)OC.COP(=O)(OC)OC.COP(=O)(OC)OC.COP(=O)(OC)OC.CO